# 1
2 unconnected molecules or ions with the total composition C3H6ClOPS. Source: the OMol25 dataset; level of theory: ωB97M-V/def2-TZVPD.

The geometry in XYZ format:
```
13
C3H6ClOPS | the OMol25 dataset | ωB97M-V/def2-TZVPD
C -0.56 0.70 0.33
C -0.61 0.66 -1.00
C -0.60 -0.45 1.20
O -0.68 2.11 -3.40
P -0.41 2.16 -1.98
S 0.33 3.70 -1.09
Cl 2.56 0.52 -2.26
H -0.37 1.70 0.62
H -0.74 -0.15 -1.57
H -1.29 -1.15 0.68
H -1.02 -0.38 2.14
H 0.39 -0.84 1.51
H 2.44 0.89 -3.50
```

Values from the calculation:
HOMO-LUMO gap (alpha / beta) = 6.58 / 6.42 eV
Highest occupied orbital energy (alpha / beta) = -6.14 / -10.20 eV
<S²> = 2.021
2S+1 = 3

# 2
2 unconnected molecules or ions with the total composition C4H8. Source: the OMol25 dataset; level of theory: ωB97M-V/def2-TZVPD.

The geometry in XYZ format:
```
12
C4H8 | the OMol25 dataset | ωB97M-V/def2-TZVPD
C 1.74 -0.13 -0.41
C 2.76 -1.01 -0.40
H 1.10 0.09 -1.15
H 1.32 0.30 0.68
H 2.59 -1.94 -0.99
H 3.66 -1.09 0.28
C -2.51 1.09 0.00
C -1.95 0.22 0.86
H -2.48 2.17 -0.15
H -2.95 0.66 -1.06
H -1.05 0.54 1.47
H -2.23 -0.89 0.87
```

Values from the calculation:
HOMO-LUMO gap (alpha / beta) = 6.49 / 3.38 eV
Highest occupied orbital energy (alpha / beta) = -13.11 / -12.96 eV
<S²> = 0.755
2S+1 = 2
Charge = +1

# 3
A molecular structure, C22H38MnO3P2S. Source: the OMol25 dataset; level of theory: ωB97M-V/def2-TZVPD.

The geometry in XYZ format:
```
67
C22H38MnO3P2S | the OMol25 dataset | ωB97M-V/def2-TZVPD
P 0.27 -2.05 -2.03
P 0.06 2.65 -0.64
C 0.82 0.46 -2.56
C 0.77 1.92 -2.20
H 1.36 0.33 -3.56
H 1.48 -0.07 -1.80
H 1.82 2.29 -2.18
H 0.24 2.45 -3.02
C -1.58 3.07 -1.17
H -2.18 3.40 -0.33
H -2.06 2.20 -1.64
H -1.46 3.88 -1.90
C 1.01 4.10 -0.22
H 0.60 4.94 -0.79
H 2.06 3.92 -0.47
H 0.91 4.29 0.86
C -0.85 -3.38 -2.53
H -0.94 -4.10 -1.70
H -0.45 -3.86 -3.42
H -1.84 -2.97 -2.76
C 1.89 -2.75 -2.43
H 2.54 -2.00 -2.90
H 1.76 -3.57 -3.13
H 2.37 -3.10 -1.52
Mn -0.40 -0.31 -4.34
C 0.16 1.12 -5.46
C -1.31 1.09 -5.35
C -2.23 0.49 -6.41
C -1.74 -0.92 -6.82
C -1.00 -1.58 -5.68
C 0.45 -1.66 -5.49
C 1.42 -0.89 -6.37
C 0.92 0.55 -6.66
C 0.22 -1.95 -0.23
H 0.68 1.93 -4.93
H -1.77 1.85 -4.71
H -2.32 1.18 -7.27
H -3.26 0.41 -6.02
H -2.64 -1.52 -7.05
H -1.17 -0.91 -7.77
H -1.60 -2.36 -5.18
H 0.83 -2.61 -5.09
H 1.58 -1.43 -7.32
H 2.41 -0.84 -5.88
H 1.79 1.20 -6.82
H 0.35 0.60 -7.60
H 0.74 -1.05 0.13
H 0.72 -2.84 0.17
H -0.81 -1.89 0.12
C 0.33 1.43 7.58
C 0.05 1.43 6.11
C -0.31 0.24 5.47
C -0.66 0.24 4.12
C -0.63 1.44 3.40
C -0.23 2.63 4.02
C 0.13 2.61 5.37
S -1.40 1.50 1.80
O -1.98 0.25 1.38
O -2.13 2.75 1.72
O 0.09 1.67 0.58
H -0.55 1.08 8.15
H 1.16 0.77 7.84
H 0.57 2.44 7.92
H -0.33 -0.69 6.03
H -0.97 -0.67 3.61
H -0.19 3.57 3.46
H 0.45 3.53 5.86
```

Values from the calculation:
HOMO-LUMO gap (alpha / beta) = 7.29 / 6.43 eV
Highest occupied orbital energy (alpha / beta) = -13.68 / -13.69 eV
<S²> = 4.008
2S+1 = 4
Charge = +2

# 4
A single Br2H3N2P molecule. Source: the OMol25 dataset; level of theory: ωB97M-V/def2-TZVPD.

The geometry in XYZ format:
```
8
Br2H3N2P | the OMol25 dataset | ωB97M-V/def2-TZVPD
N -1.38 -0.28 0.38
N -0.14 0.21 -0.18
P 1.28 -0.09 0.73
Br 2.52 1.49 -0.38
Br 1.98 -1.93 -0.35
H -2.02 -0.88 -0.16
H -2.08 0.41 0.62
H -0.16 1.05 -0.67
```

Values from the calculation:
HOMO-LUMO gap = 9.40 eV
Highest occupied orbital energy = -9.36 eV
SMILES = NNP(Br)Br

Which molar mass belongs to each record? In order, 156.57; 56.11; 499.50; 221.82 Da.
Which relative energy (zero: lowest compared OMol25 entry of this formula, charge and spin) belongs to each record? In order, 34.8; 398.9; 0.0; 0.0 kJ/mol.